Formula: C14H32B2O4
Source: the Open Molecules 2025 dataset
Level of theory: ωB97M-V/def2-TZVPD

Geometry as XYZ:
```
52
Properties=species:S:1:pos:R:3
C -2.115 2.116 -4.787
O -1.514 1.028 -4.122
C -2.382 -0.043 -3.807
C -1.552 -1.293 -3.595
C -0.811 -1.314 -2.251
C -0.991 -2.595 -1.428
C -0.699 -2.388 0.070
C 0.468 -3.233 0.591
C 0.623 -3.285 2.121
C 1.502 -2.172 2.712
C 1.179 -0.773 2.193
C 1.862 0.372 2.951
B 1.518 1.782 2.358
C 1.388 3.006 3.379
O 0.366 2.762 4.349
C -0.906 2.614 3.755
B 1.196 1.980 0.696
O -0.131 1.943 0.256
O 2.222 2.216 -0.172
C 2.039 2.320 -1.581
H -2.395 2.905 -4.079
H -3.012 1.804 -5.333
H -1.397 2.524 -5.500
H -3.119 -0.186 -4.607
H -2.939 0.191 -2.885
H -0.838 -1.345 -4.421
H -2.204 -2.168 -3.686
H 0.258 -1.161 -2.428
H -1.155 -0.462 -1.650
H -2.011 -2.967 -1.567
H -0.317 -3.364 -1.819
H -0.473 -1.331 0.220
H -1.591 -2.598 0.668
H 1.403 -2.860 0.151
H 0.341 -4.252 0.211
H 1.071 -4.247 2.384
H -0.367 -3.261 2.592
H 1.398 -2.161 3.802
H 2.551 -2.398 2.489
H 0.094 -0.626 2.231
H 1.461 -0.708 1.135
H 2.955 0.254 2.878
H 1.606 0.330 4.017
H 2.321 3.088 3.952
H 1.219 3.981 2.901
H -1.659 2.836 4.511
H -1.063 1.587 3.394
H -1.039 3.301 2.910
H -0.381 1.197 -0.310
H 1.104 1.865 -1.911
H 2.875 1.815 -2.065
H 2.043 3.371 -1.873
```

Kohn-Sham gap = 9.77 eV
E_tot = -24580.043 eV
structure (SMILES) = COCCCCCCCCCCB(COC)B(O)OC
LUMO energy = 0.74 eV
HOMO = -9.03 eV
charge = 0

Quick look at the Löwdin charges, all values in e: atom 1 (C): -0.11, atom 2 (O): -0.19, atom 3 (C): -0.25, atom 4 (C): -0.17, atom 5 (C): -0.20, atom 6 (C): -0.20, atom 7 (C): -0.21, atom 8 (C): -0.21, atom 9 (C): -0.21, atom 10 (C): -0.21, atom 11 (C): -0.24, atom 12 (C): -0.12, atom 13 (B): -0.11, atom 14 (C): -0.16, atom 15 (O): -0.20, atom 16 (C): -0.10, atom 17 (B): -0.54, atom 18 (O): 0.12, atom 19 (O): 0.03, atom 20 (C): -0.05, atom 21 (H): 0.09, atom 22 (H): 0.08, atom 23 (H): 0.09, atom 24 (H): 0.12, atom 25 (H): 0.13, atom 26 (H): 0.12, atom 27 (H): 0.11, atom 28 (H): 0.12, atom 29 (H): 0.09, atom 30 (H): 0.11, atom 31 (H): 0.11, atom 32 (H): 0.07, atom 33 (H): 0.12, atom 34 (H): 0.12, atom 35 (H): 0.11, atom 36 (H): 0.10, atom 37 (H): 0.11, atom 38 (H): 0.11, atom 39 (H): 0.12, atom 40 (H): 0.12, atom 41 (H): 0.11, atom 42 (H): 0.13, atom 43 (H): 0.11, atom 44 (H): 0.12, atom 45 (H): 0.11, atom 46 (H): 0.09, atom 47 (H): 0.09, atom 48 (H): 0.10, atom 49 (H): 0.08, atom 50 (H): 0.08, atom 51 (H): 0.09, atom 52 (H): 0.10

Formula: C10H11NS
Source: the Open Molecules 2025 dataset
Level of theory: ωB97M-V/def2-TZVPD

Geometry as XYZ:
```
23
Properties=species:S:1:pos:R:3
C -1.488 -2.219 0.392
C -2.695 -1.799 -0.158
C -0.418 -1.393 0.513
C -2.894 -0.502 -0.446
C -0.504 0.027 -0.051
C -1.932 0.431 -0.172
C 0.602 -0.051 -1.226
C 0.788 0.796 -0.074
C 0.779 2.261 -0.210
C 1.929 0.394 0.880
N 0.855 -0.632 -2.300
S -2.414 2.062 -0.053
H -1.480 -3.058 1.080
H -3.529 -2.452 -0.413
H 0.571 -1.671 0.911
H -3.995 -0.125 -0.717
H 0.883 2.738 0.845
H -0.059 2.805 -0.777
H 1.684 2.755 -0.754
H 2.747 1.221 0.642
H 2.361 -0.625 0.601
H 1.554 0.535 1.805
H 0.301 -1.287 -2.671
```

Kohn-Sham gap = 6.91 eV
E_tot = -22868.886 eV
structure (SMILES) = [H]/N=C1/C(C)(C)[C@]12C=CC=CC2=S
LUMO energy = -0.85 eV
HOMO = -7.76 eV
charge = 0

Quick look at the Löwdin charges, all values in e: atom 1 (C): -0.10, atom 2 (C): -0.08, atom 3 (C): 0.01, atom 4 (C): -0.18, atom 5 (C): -0.24, atom 6 (C): -0.66, atom 7 (C): -0.14, atom 8 (C): -0.47, atom 9 (C): -0.11, atom 10 (C): -0.01, atom 11 (N): 0.24, atom 12 (S): 0.66, atom 13 (H): 0.11, atom 14 (H): 0.12, atom 15 (H): 0.11, atom 16 (H): 0.15, atom 17 (H): 0.12, atom 18 (H): 0.05, atom 19 (H): 0.11, atom 20 (H): 0.13, atom 21 (H): 0.11, atom 22 (H): 0.05, atom 23 (H): 0.02

Formula: C18H24N2O6S
Source: the Open Molecules 2025 dataset
Level of theory: ωB97M-V/def2-TZVPD

Geometry as XYZ:
```
51
Properties=species:S:1:pos:R:3
C -3.435 -4.110 -0.463
H -2.771 -4.521 -1.226
H -3.137 -4.507 0.509
H -4.470 -4.363 -0.679
O -3.366 -2.692 -0.460
C -2.153 -2.171 -0.234
O -1.171 -2.864 -0.043
C -2.123 -0.713 -0.241
C -0.928 -0.038 -0.040
N 0.295 -0.613 0.170
C 1.406 0.125 0.351
O 1.413 1.348 0.341
C 2.664 -0.710 0.560
O 2.644 -1.924 0.531
N 3.733 0.068 0.785
H 3.574 1.067 0.735
C 5.076 -0.427 0.922
H 5.017 -1.510 1.047
H 5.545 0.011 1.808
C 5.932 -0.111 -0.320
C 6.120 1.404 -0.537
H 5.499 1.782 -1.345
C 7.615 1.530 -0.832
H 8.032 2.486 -0.526
C 8.173 0.358 -0.027
H 9.130 -0.016 -0.395
O 7.224 -0.678 -0.178
H 8.279 0.630 1.033
H 7.810 1.376 -1.893
H 5.875 1.947 0.377
H 5.462 -0.586 -1.191
H 0.334 -1.639 0.185
S -1.088 1.680 -0.078
C -2.785 1.503 -0.382
C -3.193 0.206 -0.443
C -4.651 -0.008 -0.665
H -4.942 -1.035 -0.463
H -4.890 0.222 -1.708
C -5.447 0.945 0.255
C -6.912 0.986 -0.192
H -7.475 1.637 0.471
H -6.985 1.381 -1.202
H -7.345 -0.010 -0.168
C -5.349 0.446 1.702
H -5.840 1.156 2.362
H -5.826 -0.525 1.804
H -4.307 0.363 1.999
O -4.959 2.292 0.234
C -3.800 2.581 -0.520
H -4.067 2.701 -1.585
H -3.434 3.540 -0.146
```

Kohn-Sham gap = 8.36 eV
E_tot = -45157.073 eV
structure (SMILES) = COC(=O)c1c(NC(=O)C(=O)NC[C@H]2CCCO2)sc2c1CC(C)(C)OC2
LUMO energy = 0.13 eV
HOMO = -8.23 eV
charge = 0

Quick look at the Löwdin charges, all values in e: atom 1 (C): -0.04, atom 2 (H): 0.10, atom 3 (H): 0.10, atom 4 (H): 0.09, atom 5 (O): -0.04, atom 6 (C): -0.43, atom 7 (O): 0.10, atom 8 (C): -0.08, atom 9 (C): -0.41, atom 10 (N): 0.13, atom 11 (C): -0.38, atom 12 (O): -0.01, atom 13 (C): -0.40, atom 14 (O): 0.09, atom 15 (N): 0.09, atom 16 (H): 0.14, atom 17 (C): -0.11, atom 18 (H): 0.13, atom 19 (H): 0.13, atom 20 (C): -0.31, atom 21 (C): -0.13, atom 22 (H): 0.12, atom 23 (C): -0.15, atom 24 (H): 0.11, atom 25 (C): -0.20, atom 26 (H): 0.12, atom 27 (O): -0.10, atom 28 (H): 0.12, atom 29 (H): 0.11, atom 30 (H): 0.11, atom 31 (H): 0.15, atom 32 (H): 0.14, atom 33 (S): 1.20, atom 34 (C): -0.44, atom 35 (C): -0.20, atom 36 (C): -0.06, atom 37 (H): 0.12, atom 38 (H): 0.14, atom 39 (C): -0.55, atom 40 (C): -0.02, atom 41 (H): 0.09, atom 42 (H): 0.08, atom 43 (H): 0.09, atom 44 (C): -0.01, atom 45 (H): 0.09, atom 46 (H): 0.09, atom 47 (H): 0.09, atom 48 (O): -0.09, atom 49 (C): -0.18, atom 50 (H): 0.13, atom 51 (H): 0.13